1.
{
  "formula": "C36H47F5IrN3O2SeSi4Te",
  "method": "wB97M-V/def2-TZVPD",
  "charge": -2,
  "spin_multiplicity": 1,
  "de_lowest_kcal_mol": 13.31,
  "lumo_ev": [3.59, 3.59],
  "gap_ev": [4.82, 4.83],
  "symbols": ["C", "H", "F", "C", "C", "H", "H", "H", "C", "C", "F", "H", "C", "C", "H", "H", "H", "C", "H", "C", "C", "O", "C", "C", "C", "H", "H", "C", "Se", "H", "H", "H", "C", "H", "N", "H", "C", "H", "Te", "H", "H", "H", "H", "H", "H", "F", "C", "C", "Ir", "H", "C", "C", "C", "C", "C", "C", "N", "H", "H", "C", "H", "C", "C", "C", "H", "H", "C", "Si", "H", "O", "C", "C", "H", "H", "H", "H", "H", "H", "H", "C", "H", "C", "N", "C", "H", "H", "H", "C", "Si", "F", "Si", "H", "C", "H", "H", "F", "Si", "H", "H", "H"],
  "xyz": [[4.11, -0.05, -0.92], [-5.68, -3.68, -0.21], [-1.84, 5.63, 5.32], [1.69, 3.47, 2.06], [-4.69, -3.69, -0.68], [-2.71, 0.09, -5.21], [0.52, 1.24, -3.15], [-0.14, -3.75, 1.38], [6.14, -0.20, 0.35], [0.36, 2.69, 5.46], [1.71, 2.04, 7.30], [-0.85, -2.08, -5.70], [4.22, 2.90, 2.89], [3.23, -0.21, -2.08], [-2.67, 2.21, 1.85], [0.68, 3.65, 1.72], [-3.24, 0.54, -3.58], [-2.44, 0.07, -4.15], [1.27, -3.66, -2.73], [-1.59, 2.14, -0.03], [-1.35, -5.41, -2.04], [7.86, -1.72, -0.21], [-3.62, -2.07, 1.62], [-0.54, 3.67, 5.02], [-0.73, -2.38, -4.66], [6.21, 0.99, 2.09], [-3.13, -2.97, 1.98], [2.81, -0.93, -4.32], [0.89, 1.24, 4.38], [5.82, -1.26, -1.46], [-0.92, 1.80, -2.03], [-2.98, 0.76, 0.89], [5.59, 0.69, 1.26], [-1.55, 0.68, -4.01], [2.09, 0.52, -2.05], [-2.21, 0.70, -1.52], [5.38, -0.57, -0.76], [-1.35, -5.20, -3.12], [-0.13, -0.72, 0.59], [-5.87, -0.79, -0.36], [-2.60, 2.38, -1.93], [-4.15, -4.57, -0.32], [5.22, 2.64, 3.19], [-4.48, 0.28, -0.49], [1.73, -3.01, -1.16], [-1.05, 3.61, 3.78], [0.42, 3.94, 7.57], [-2.82, 1.84, 0.83], [1.64, 1.28, -0.01], [-0.35, 1.75, 1.65], [1.71, -0.09, -4.34], [-0.53, -4.54, 0.74], [-0.96, 4.72, 5.80], [7.58, -0.73, 0.51], [-1.35, 3.66, 0.01], [2.26, 4.25, 3.04], [3.58, 0.78, 0.00], [-0.81, -6.35, -1.88], [-4.82, -3.81, -1.76], [-0.49, 4.87, 7.09], [4.48, -1.59, -3.14], [3.59, -0.98, -3.19], [3.61, 2.18, 1.87], [-3.67, -2.67, -4.13], [-3.03, -1.23, 1.97], [1.09, 0.04, -5.22], [0.83, 2.89, 6.76], [-2.14, -1.70, -3.60], [3.07, -1.52, -5.19], [8.29, -0.10, 1.32], [-0.35, 1.49, 0.58], [4.31, 1.17, 1.07], [-0.72, -3.47, -4.62], [-1.23, 4.01, 1.03], [0.09, -5.43, 0.87], [-4.58, -2.29, -3.65], [-2.20, 4.19, -0.43], [-3.72, 2.31, 0.42], [-2.39, -5.56, -1.74], [1.38, 0.59, -3.18], [-3.80, -2.59, -5.21], [-1.85, 1.73, -1.46], [2.33, 2.45, 1.46], [3.55, 3.95, 3.48], [1.68, 5.05, 3.47], [-1.54, -4.78, 1.08], [1.79, -4.76, -1.44], [-4.88, -0.68, -0.80], [-0.55, -4.00, -1.07], [0.89, 4.06, 8.82], [-3.76, -2.10, -0.25], [-4.98, -0.66, -1.89], [1.23, -3.85, -1.66], [4.01, 4.53, 4.27], [0.23, -2.03, -4.30], [-0.89, 5.90, 7.87], [-1.66, -1.96, -1.31], [-3.58, -3.73, -3.86], [-4.61, -2.01, 2.07], [-0.44, 3.91, -0.55]]
}

=====

2.
{
  "formula": "C2H3IO2S",
  "method": "wB97M-V/def2-TZVPD",
  "charge": 0,
  "spin_multiplicity": 1,
  "de_lowest_kcal_mol": 53.75,
  "lumo_ev": [-3.95, -3.95],
  "gap_ev": [5.35, 5.37],
  "symbols": ["H", "H", "I", "C", "O", "C", "O", "H", "S"],
  "xyz": [[-1.74, 0.45, -1.17], [-0.14, -1.35, 0.81], [3.76, -1.40, 0.07], [-1.59, -0.26, -0.42], [0.79, 1.54, 1.45], [-0.45, -0.38, 0.28], [0.86, 1.47, -1.08], [-2.39, -0.88, -0.15], [0.91, 0.81, 0.21]]
}

=====

3.
{
  "formula": "C26H31FN6O2",
  "method": "wB97M-V/def2-TZVPD",
  "charge": 0,
  "spin_multiplicity": 1,
  "smiles": "Cc1cc(C)c2cc(CN(CCO)[C@@H](c3nnnn3Cc3ccc(F)cc3)C(C)C)c(=O)[nH]c2c1",
  "de_lowest_kcal_mol": 12.39,
  "lumo_ev": -0.04,
  "gap_ev": 8.42,
  "symbols": ["H", "H", "C", "H", "C", "H", "C", "H", "C", "H", "C", "H", "H", "H", "H", "N", "C", "H", "N", "C", "N", "H", "H", "C", "C", "H", "H", "H", "H", "C", "C", "N", "H", "H", "H", "C", "C", "C", "H", "C", "H", "C", "H", "C", "N", "C", "H", "H", "N", "C", "O", "C", "H", "C", "C", "C", "H", "C", "C", "H", "F", "O", "H", "C", "H", "H"],
  "xyz": [[1.65, 5.01, 1.56], [2.34, 2.29, -0.84], [1.34, -2.87, 1.94], [-4.51, -1.42, -5.14], [1.34, -0.66, -1.77], [1.67, -3.04, 4.05], [1.96, 1.38, -0.39], [1.39, 2.90, 2.52], [-0.14, -4.02, 3.46], [-1.21, 2.28, 0.85], [-2.11, 1.35, -3.28], [2.64, -1.73, 0.66], [2.92, 2.73, 1.65], [-3.39, 3.06, -3.33], [0.67, -2.15, -2.98], [3.43, -0.87, 3.64], [1.83, 2.86, 1.53], [-1.31, -4.20, 0.28], [3.20, 0.21, 4.26], [0.51, -3.20, 0.88], [2.61, -0.91, 2.58], [-1.76, 0.61, 0.62], [3.33, 4.50, 0.06], [-0.95, 0.72, -2.77], [-2.47, 2.74, -2.85], [-0.27, -0.66, 3.84], [-1.68, 3.44, -3.11], [-0.23, 2.35, -1.54], [-1.93, -0.13, 3.61], [1.01, -3.29, 3.22], [-2.90, 0.66, -4.17], [2.24, 0.91, 3.66], [-2.49, 1.62, 1.88], [-0.41, -4.34, 4.45], [2.81, 0.71, -0.17], [2.59, -2.05, 1.70], [-3.51, -1.33, -5.56], [-1.48, -1.26, -4.09], [-3.59, -0.75, -6.48], [-1.56, 1.39, 1.36], [3.48, -2.64, 1.95], [-0.65, -3.94, 1.09], [-1.22, -2.26, -4.40], [1.04, 0.70, -1.37], [1.23, 1.76, 0.81], [-0.65, -0.59, -3.19], [-2.62, 2.77, -1.77], [-3.13, -2.32, -5.81], [0.46, -1.20, -2.68], [-2.60, -0.64, -4.59], [2.43, 4.46, -0.26], [1.57, 4.20, 0.83], [-3.79, 1.14, -4.56], [0.82, 0.62, 1.62], [-0.05, 1.34, -1.86], [-0.99, -0.33, 3.09], [0.56, 4.21, 0.41], [1.86, 0.22, 2.61], [-0.51, 0.91, 2.36], [-0.33, 1.70, 3.09], [-2.08, -5.03, 2.60], [2.26, -1.34, -1.34], [0.77, -2.89, -0.12], [-0.95, -4.33, 2.38], [-1.16, -1.15, 2.40], [0.64, -0.22, 0.94]]
}

=====

4.
{
  "formula": "C8H19FO11",
  "method": "wB97M-V/def2-TZVPD",
  "charge": 0,
  "spin_multiplicity": 1,
  "smiles": "CC(=O)OCCC1=C(F)C(=O)OC1=O.O.O.O.O.O.O",
  "lumo_ev": -0.58,
  "gap_ev": 10.09,
  "symbols": ["H", "O", "H", "H", "H", "C", "O", "C", "C", "O", "O", "H", "H", "F", "H", "H", "H", "H", "C", "H", "O", "O", "O", "C", "C", "C", "C", "H", "H", "H", "H", "H", "O", "H", "O", "H", "O", "O", "H"],
  "xyz": [[-2.33, 2.47, 2.48], [1.56, -0.28, -0.61], [4.45, -1.47, -6.07], [-0.22, 0.65, -0.87], [-7.21, -1.02, 1.92], [3.29, -1.85, 0.07], [-1.02, -3.01, -0.18], [-3.73, -1.20, -0.19], [-0.27, -0.26, 1.09], [3.48, -1.46, -6.04], [2.85, 0.21, 1.16], [2.24, -0.66, -2.70], [3.66, -1.94, -0.97], [-3.14, 0.81, 1.15], [-1.97, 3.66, 0.70], [-1.20, 4.19, -0.50], [-6.43, -0.52, 0.71], [2.50, -2.62, 0.18], [-1.75, -2.11, -0.26], [2.99, -1.40, -3.79], [-2.92, -2.01, -0.99], [-6.99, -0.21, 1.44], [-1.38, 2.57, 2.50], [0.49, 0.48, -0.04], [-1.56, -0.81, 0.53], [-2.77, -0.31, 0.57], [2.57, -0.52, 0.28], [4.05, -2.01, 0.84], [4.01, 1.25, 2.98], [0.33, -1.02, 1.61], [0.87, 1.46, 0.27], [4.12, 2.48, 3.87], [-1.77, 4.47, 0.23], [3.24, -0.98, -6.85], [2.92, -1.33, -2.83], [-1.24, 3.47, 2.82], [-4.88, -1.29, -0.17], [3.70, 1.61, 3.82], [-0.56, 0.51, 1.82]]
}

=====

5.
{
  "formula": "C5H7OP",
  "method": "wB97M-V/def2-TZVPD",
  "charge": 0,
  "spin_multiplicity": 1,
  "de_lowest_kcal_mol": 135.73,
  "lumo_ev": [0.24, 0.52],
  "gap_ev": [8.09, 8.38],
  "symbols": ["H", "H", "C", "H", "C", "O", "C", "C", "H", "P", "H", "H", "C", "H"],
  "xyz": [[-0.76, -1.85, -2.49], [0.47, 2.44, 1.95], [0.70, -1.44, -1.11], [0.11, 1.13, 3.02], [-0.57, -1.10, -1.85], [1.51, 0.84, 0.42], [-1.48, -0.25, -1.59], [0.22, 0.73, 0.96], [0.79, -2.48, -1.22], [1.17, -0.83, 0.63], [1.47, -1.01, -1.83], [-1.31, 1.75, 2.15], [-0.17, 1.53, 2.12], [-2.15, 0.53, -1.15]]
}

=====

6.
{
  "formula": "C5H11N2O",
  "method": "wB97M-V/def2-TZVPD",
  "charge": 1,
  "spin_multiplicity": 1,
  "smiles": "CC(C)(CC[O-])[N+]#[NH+]",
  "de_lowest_kcal_mol": 157.63,
  "lumo_ev": [-6.75, -6.35],
  "gap_ev": [8.55, 8.61],
  "symbols": ["H", "H", "H", "C", "C", "H", "H", "H", "C", "N", "N", "O", "H", "H", "C", "C", "H", "H", "H"],
  "xyz": [[1.46, 2.33, 0.18], [0.62, 1.89, -1.26], [-2.94, -0.23, -0.57], [0.38, 0.33, 0.16], [-1.15, 0.66, 0.18], [-2.35, -1.39, 0.47], [-1.47, 1.35, -0.57], [0.32, -1.17, 1.82], [0.83, -0.38, 1.42], [1.29, -1.60, -1.03], [0.47, -0.79, -0.80], [-1.42, -1.18, -1.29], [-1.25, 1.10, 1.20], [0.96, 0.28, 2.22], [1.24, 1.48, -0.44], [-1.98, -0.63, -0.18], [1.86, -0.79, 1.12], [2.14, 1.02, -0.93], [0.99, -2.25, -1.69]]
}

=====

What are the molecular weight values for these records? In order: 1159.90 218.02 478.57 310.23 114.08 115.16 g mol⁻¹.